--- a ---
Entry from the Open Molecules 2025 dataset: a cluster of 2 separate species, C2H4N2S in total (the ωB97M-V functional and the def2-TZVPD basis).

Its gap between HOMO and LUMO (spin up / spin down) is 6.69 / 9.24 eV. The calculation puts the HOMO energy (spin up / spin down) at -8.71 / -9.30 eV.

Geometry as ORCA input:
```
! RIJCOSX wB97M-V def2-TZVPD def2/J DEFGRID3
* xyz 0 1
C 1.46 -0.37 0.92
C -1.52 0.41 0.33
N 1.92 -0.43 1.98
N 0.87 -0.47 -0.22
S 1.35 0.18 -1.63
H -1.29 1.38 -0.08
H -1.99 -0.33 -0.27
H -1.39 0.26 1.38
H 0.59 -0.64 -2.40
*
```

Atomic partial charges in e from the Mulliken method, atoms 1 to 2: C 0.4981; C -0.8697



--- b ---
Entry from the Open Molecules 2025 dataset: the molecule C2H4N2S (the ωB97M-V functional and the def2-TZVPD basis).

Its gap between HOMO and LUMO (spin up / spin down) is 8.62 / 8.90 eV. The calculation puts the HOMO energy (spin up / spin down) at -8.65 / -9.24 eV.

Geometry as ORCA input:
```
! RIJCOSX wB97M-V def2-TZVPD def2/J DEFGRID3
* xyz 0 1
C -0.05 -0.29 0.37
C 0.03 1.35 0.26
N -1.46 -0.39 0.00
N -1.28 1.63 -0.32
S -1.09 2.14 1.21
H 0.60 -0.63 -0.43
H 0.15 -0.76 1.30
H 0.86 2.02 0.02
H -1.75 -0.38 -0.95
*
```

Atomic partial charges in e from the Mulliken method, atoms 1 to 2: C -0.2586; C 0.0285



Which is most stable? The ranking, best first, is a, b.



--- a ---
Entry from the Open Molecules 2025 dataset: the molecule C2H4N2S (the ωB97M-V functional and the def2-TZVPD basis).

Its gap between HOMO and LUMO (spin up / spin down) is 8.36 / 7.83 eV. The calculation puts the HOMO energy (spin up / spin down) at -9.44 / -8.93 eV.

Geometry as ORCA input:
```
! RIJCOSX wB97M-V def2-TZVPD def2/J DEFGRID3
* xyz 0 1
C 0.67 0.05 -0.43
C -0.72 0.40 0.47
N 1.85 -0.36 0.04
N -1.80 0.96 -0.18
S -2.16 -0.67 -0.04
H 0.12 -0.71 -0.88
H 0.71 1.00 -0.94
H -0.40 0.55 1.50
H 1.71 -1.23 0.46
*
```

Atomic partial charges in e from the Mulliken method, atoms 1 to 2: C -0.3816; C 0.0214



--- b ---
Entry from the Open Molecules 2025 dataset: a cluster of 2 separate species, C2H4N2S in total (the ωB97M-V functional and the def2-TZVPD basis).

Its gap between HOMO and LUMO is 8.42 eV. The calculation puts the HOMO energy at -9.63 eV.

Geometry as ORCA input:
```
! RIJCOSX wB97M-V def2-TZVPD def2/J DEFGRID3
* xyz 0 1
C 0.90 -3.54 -0.73
C -0.63 0.98 0.02
N 0.38 -4.44 -0.30
N 0.83 -0.68 -1.51
S -0.46 -0.03 -1.52
H -1.30 1.85 0.05
H 0.42 1.13 0.10
H -0.87 0.20 0.90
H 1.07 -2.56 -1.22
*
```

Atomic partial charges in e from the Mulliken method, atoms 1 to 2: C 0.0647; C -0.7914



--- c ---
Entry from the Open Molecules 2025 dataset: a structure of composition C2H4N2S (the ωB97M-V functional and the def2-TZVPD basis).

Its gap between HOMO and LUMO is 9.03 eV. The calculation puts the HOMO energy at -8.34 eV.

Geometry as ORCA input:
```
! RIJCOSX wB97M-V def2-TZVPD def2/J DEFGRID3
* xyz 0 1
C 0.18 -0.86 0.06
C -0.92 0.13 0.19
N 1.04 0.31 0.27
N 0.09 1.21 0.30
S -1.03 1.21 -1.27
H 0.29 -1.45 0.92
H 0.16 -1.30 -1.05
H -1.73 0.21 0.78
H 1.93 0.55 -0.19
*
```

Atomic partial charges in e from the Mulliken method, atoms 1 to 2: C -0.3297; C -0.1972



Which is most stable? The ranking, best first, is b, c, a.



--- a ---
Entry from the Open Molecules 2025 dataset: a cluster of 2 separate species, C2H8O in total (the ωB97M-V functional and the def2-TZVPD basis).

Its gap between HOMO and LUMO is 11.31 eV. The calculation puts the HOMO energy at -10.32 eV. Its SMILES is CO.C.

Geometry as ORCA input:
```
! RIJCOSX wB97M-V def2-TZVPD def2/J DEFGRID3
* xyz 0 1
C 2.32 -0.17 0.45
H 2.79 -0.61 1.33
H 2.78 0.79 0.22
H 2.42 -0.84 -0.39
H 1.28 -0.01 0.66
C -1.80 -0.21 -0.38
O -1.95 1.18 -0.67
H -1.64 -0.71 -1.34
H -2.66 -0.58 0.16
H -0.86 -0.38 0.15
H -2.69 1.54 -0.18
*
```

Atomic partial charges in e from the Mulliken method, atoms 1 to 2: C -0.7918; H 0.2578



--- b ---
Entry from the Open Molecules 2025 dataset: a cluster of 2 separate species, C2H8O in total (the ωB97M-V functional and the def2-TZVPD basis).

Its gap between HOMO and LUMO is 11.40 eV. The calculation puts the HOMO energy at -10.47 eV. Its SMILES is CO.C.

Geometry as ORCA input:
```
! RIJCOSX wB97M-V def2-TZVPD def2/J DEFGRID3
* xyz 0 1
C -0.72 -0.56 4.17
H -0.21 0.29 3.70
H -0.55 -0.72 5.22
H -1.74 -0.49 3.81
H -0.34 -1.47 3.71
C 0.30 1.02 -2.22
O 0.53 -0.43 -2.26
H -0.78 1.20 -2.12
H 0.67 1.31 -3.20
H 0.87 1.54 -1.45
H 0.37 -0.66 -3.18
*
```

Atomic partial charges in e from the Mulliken method, atoms 1 to 2: C -0.9340; H 0.2243



Which is most stable? The ranking, best first, is a, b.



--- a ---
Entry from the Open Molecules 2025 dataset: a cluster of 2 separate species, C2H8O in total (the ωB97M-V functional and the def2-TZVPD basis).

Its gap between HOMO and LUMO is 12.00 eV. The calculation puts the HOMO energy at -10.98 eV. Its SMILES is CC.O.

Geometry as ORCA input:
```
! RIJCOSX wB97M-V def2-TZVPD def2/J DEFGRID3
* xyz 0 1
C 2.43 -0.12 1.56
C 2.05 0.20 2.91
H 2.72 0.87 0.94
H 1.76 -0.63 1.05
H 3.27 -0.88 1.42
H 3.02 -0.10 3.65
H 1.90 1.29 3.03
H 1.23 -0.28 3.36
H -3.27 0.00 -4.47
H -4.27 -0.91 -3.65
O -4.15 0.02 -4.02
*
```

Atomic partial charges in e from the Mulliken method, atoms 1 to 2: C -0.7941; C -0.7154



--- b ---
Entry from the Open Molecules 2025 dataset: a cluster of 2 separate species, C2H8O in total (the ωB97M-V functional and the def2-TZVPD basis).

Its gap between HOMO and LUMO is 12.37 eV. The calculation puts the HOMO energy at -11.61 eV. Its SMILES is CC.O.

Geometry as ORCA input:
```
! RIJCOSX wB97M-V def2-TZVPD def2/J DEFGRID3
* xyz 0 1
C -1.78 0.05 0.11
C -1.37 -0.10 -1.38
H -1.95 -0.89 0.64
H -2.67 0.68 0.09
H -1.10 0.69 0.69
H -2.05 0.53 -1.97
H -0.32 0.04 -1.58
H -1.71 -1.06 -1.76
H 3.68 -0.29 1.33
H 4.69 0.46 2.29
O 4.59 -0.11 1.53
*
```

Atomic partial charges in e from the Mulliken method, atoms 1 to 2: C -0.7674; C -0.7821



Which is most stable? The ranking, best first, is b, a.



--- a ---
Entry from the Open Molecules 2025 dataset: a cluster of 8 separate species, C22H63N3O8 in total (the ωB97M-V functional and the def2-TZVPD basis).

Its gap between HOMO and LUMO is 9.16 eV. The calculation puts the HOMO energy at -8.75 eV. Its SMILES is COC[C@H](C)N.COC[C@H](C)N.COC[C@H](C)N.CCO.CCO.CCO.CCO.CCO.

Geometry as ORCA input:
```
! RIJCOSX wB97M-V def2-TZVPD def2/J DEFGRID3
* xyz 0 1
C 0.91 0.55 3.31
C 2.35 0.84 2.96
C 3.09 -0.39 2.44
O 4.46 -0.25 2.74
C 5.27 -1.11 1.98
N 2.37 1.90 1.92
H 0.34 0.16 2.46
H 0.40 1.48 3.58
H 0.79 -0.17 4.12
H 2.92 1.16 3.84
H 2.93 -0.49 1.36
H 2.65 -1.25 2.97
H 6.30 -0.82 2.17
H 5.10 -1.01 0.90
H 5.15 -2.14 2.32
H 3.32 2.17 1.70
H 1.92 2.73 2.31
C 0.53 -1.08 -3.41
C 0.74 -1.99 -2.21
C 1.21 -3.38 -2.58
O 0.21 -4.01 -3.34
C 0.63 -5.24 -3.82
N 1.75 -1.37 -1.32
H 0.50 -0.04 -3.06
H -0.43 -1.25 -3.89
H 1.36 -1.13 -4.11
H -0.21 -2.08 -1.66
H 1.45 -3.93 -1.66
H 2.13 -3.29 -3.17
H -0.10 -5.66 -4.51
H 0.75 -5.99 -3.01
H 1.59 -5.18 -4.35
H 1.83 -1.93 -0.48
H 1.37 -0.48 -1.02
C 3.55 -6.32 2.11
C 3.13 -5.13 1.25
C 2.03 -4.37 1.99
O 1.74 -3.20 1.25
C 0.47 -2.65 1.57
N 4.30 -4.28 0.96
H 3.75 -6.01 3.14
H 4.51 -6.72 1.75
H 2.79 -7.10 2.12
H 2.69 -5.49 0.32
H 2.42 -4.06 2.97
H 1.15 -5.02 2.07
H -0.34 -3.24 1.13
H 0.42 -1.65 1.13
H 0.36 -2.54 2.65
H 3.96 -3.56 0.33
H 4.61 -3.83 1.81
C -3.60 4.17 -1.99
C -2.64 4.36 -3.14
O -2.73 5.70 -3.68
H -3.24 4.69 -1.10
H -3.72 3.11 -1.71
H -4.60 4.52 -2.25
H -2.75 3.67 -3.98
H -1.62 4.27 -2.75
H -2.59 6.32 -2.96
C -1.80 0.57 -0.48
C -0.81 1.53 0.14
O 0.51 1.07 -0.12
H -2.82 0.83 -0.18
H -1.60 -0.47 -0.25
H -1.86 0.74 -1.56
H -1.02 1.67 1.20
H -0.92 2.52 -0.34
H 1.11 1.32 0.61
C -1.08 5.39 1.34
C -0.46 4.59 2.47
O 0.98 4.66 2.44
H -2.13 5.10 1.21
H -0.58 5.17 0.40
H -1.06 6.47 1.51
H -0.72 3.54 2.33
H -0.81 4.94 3.44
H 1.21 5.50 2.86
C -3.65 2.28 2.68
C -4.46 3.15 3.61
O -5.06 2.33 4.61
H -3.30 2.85 1.82
H -4.33 1.52 2.27
H -2.85 1.77 3.21
H -5.22 3.71 3.04
H -3.82 3.92 4.07
H -5.42 2.90 5.28
C -3.62 -0.15 -4.54
C -2.87 -0.33 -5.82
O -2.69 0.92 -6.52
H -3.09 0.54 -3.88
H -3.69 -1.10 -4.01
H -4.65 0.19 -4.69
H -3.40 -0.99 -6.51
H -1.87 -0.75 -5.67
H -1.76 1.16 -6.45
*
```

Atomic partial charges in e from the Mulliken method, atoms 1 to 2: C -1.2602; C 0.6454



--- b ---
Entry from the Open Molecules 2025 dataset: a cluster of 8 separate species, C22H63N3O8 in total (the ωB97M-V functional and the def2-TZVPD basis).

Its gap between HOMO and LUMO is 9.50 eV. The calculation puts the HOMO energy at -8.90 eV. Its SMILES is COC[C@H](C)N.COC[C@H](C)N.COC[C@H](C)N.CCO.CCO.CCO.CCO.CCO.

Geometry as ORCA input:
```
! RIJCOSX wB97M-V def2-TZVPD def2/J DEFGRID3
* xyz 0 1
C -13.46 -4.16 -19.64
C -12.71 -5.36 -20.13
C -11.30 -5.48 -19.58
O -10.55 -4.41 -20.09
C -9.53 -3.97 -19.23
N -13.46 -6.61 -19.85
H -13.58 -4.16 -18.55
H -14.46 -4.11 -20.08
H -12.92 -3.25 -19.89
H -12.62 -5.30 -21.23
H -10.89 -6.44 -19.90
H -11.40 -5.44 -18.48
H -9.15 -3.02 -19.59
H -8.69 -4.67 -19.11
H -9.94 -3.75 -18.23
H -13.19 -7.29 -20.55
H -14.45 -6.44 -20.00
C -7.25 -3.33 -22.39
C -6.98 -4.77 -22.81
C -7.53 -5.80 -21.84
O -7.30 -7.14 -22.23
C -5.99 -7.58 -21.97
N -7.42 -4.95 -24.21
H -7.19 -3.17 -21.31
H -8.22 -3.01 -22.75
H -6.51 -2.67 -22.84
H -5.89 -4.90 -22.88
H -8.59 -5.70 -21.61
H -7.00 -5.60 -20.89
H -5.22 -6.86 -22.24
H -5.82 -8.52 -22.50
H -5.90 -7.84 -20.90
H -7.10 -5.85 -24.54
H -8.44 -5.02 -24.23
C -18.19 -5.20 -20.14
C -18.42 -3.79 -19.64
C -18.29 -2.74 -20.75
O -17.40 -1.68 -20.50
C -16.06 -2.08 -20.36
N -19.69 -3.73 -18.89
H -18.52 -5.94 -19.42
H -17.14 -5.40 -20.38
H -18.66 -5.39 -21.11
H -17.64 -3.56 -18.91
H -19.27 -2.31 -20.99
H -18.03 -3.23 -21.71
H -15.46 -1.17 -20.42
H -15.74 -2.81 -21.11
H -15.87 -2.54 -19.38
H -19.84 -2.76 -18.61
H -20.45 -3.93 -19.53
C -18.00 -9.19 -18.16
C -17.04 -8.20 -17.56
O -16.10 -7.81 -18.59
H -17.52 -10.15 -18.34
H -18.40 -8.83 -19.11
H -18.86 -9.37 -17.51
H -16.43 -8.67 -16.79
H -17.52 -7.28 -17.21
H -15.34 -7.43 -18.14
C -11.54 -1.99 -22.14
C -12.90 -2.32 -22.77
O -13.81 -1.25 -22.65
H -11.06 -1.17 -22.67
H -10.83 -2.81 -22.19
H -11.67 -1.64 -21.11
H -13.33 -3.21 -22.32
H -12.69 -2.54 -23.83
H -13.44 -0.50 -23.12
C -16.40 -2.92 -16.63
C -15.93 -4.34 -16.84
O -14.59 -4.45 -16.37
H -16.34 -2.59 -15.60
H -17.41 -2.82 -17.03
H -15.78 -2.25 -17.24
H -15.97 -4.58 -17.91
H -16.58 -5.04 -16.30
H -14.20 -5.24 -16.75
C -13.40 -7.13 -14.72
C -12.72 -7.13 -16.07
O -13.71 -7.12 -17.10
H -13.86 -8.10 -14.53
H -14.16 -6.35 -14.68
H -12.69 -6.96 -13.91
H -12.06 -8.00 -16.14
H -12.07 -6.25 -16.20
H -13.27 -7.12 -17.97
C -10.62 -6.94 -23.33
C -11.24 -8.29 -23.01
O -12.64 -8.09 -22.77
H -10.78 -6.30 -22.46
H -11.03 -6.49 -24.23
H -9.55 -7.10 -23.47
H -10.75 -8.67 -22.11
H -11.12 -8.95 -23.87
H -13.10 -8.92 -22.91
*
```

Atomic partial charges in e from the Mulliken method, atoms 1 to 2: C -0.7980; C 1.1280



Which is most stable? The ranking, best first, is b, a.



--- a ---
Entry from the Open Molecules 2025 dataset: a structure of composition C5H7N (the ωB97M-V functional and the def2-TZVPD basis).

Its gap between HOMO and LUMO is 8.75 eV. The calculation puts the HOMO energy at -7.78 eV.

Geometry as ORCA input:
```
! RIJCOSX wB97M-V def2-TZVPD def2/J DEFGRID3
* xyz 0 1
C 0.94 0.85 0.03
C -0.15 0.80 -0.98
C -1.24 0.00 -0.57
C -1.05 -0.85 0.49
N 0.26 -1.36 0.75
C 0.86 -0.10 1.04
H 1.51 1.77 0.13
H 1.17 0.25 -1.04
H -0.16 1.49 -1.81
H -2.22 0.15 -1.03
H -1.87 -1.26 1.08
H 0.66 -1.77 -0.11
H 1.32 0.03 2.02
*
```

Atomic partial charges in e from the Mulliken method, atoms 1 to 2: C -0.0693; C -0.7093



--- b ---
Entry from the Open Molecules 2025 dataset: the molecule C5H7N (the ωB97M-V functional and the def2-TZVPD basis).

Its gap between HOMO and LUMO is 6.25 eV. The calculation puts the HOMO energy at -5.79 eV.

Geometry as ORCA input:
```
! RIJCOSX wB97M-V def2-TZVPD def2/J DEFGRID3
* xyz 0 1
C 2.11 -0.05 0.40
C 0.77 0.09 0.29
C -0.15 1.16 0.23
C -1.40 0.67 -0.33
C -1.32 -0.79 -0.20
N -0.08 -1.08 0.09
H 2.60 -1.02 0.41
H -1.35 0.40 -1.47
H 2.73 0.84 0.45
H 0.08 2.20 0.43
H -2.35 1.19 -0.18
H -2.08 -1.52 -0.44
H 0.32 -2.01 0.01
*
```

Atomic partial charges in e from the Mulliken method, atoms 1 to 2: C -1.1830; C 0.5561



Which is most stable? The ranking, best first, is b, a.